one | An isolated molecule of C22H24N2O5S, computed with wB97M-V/def2-TZVPD.

The HOMO-LUMO gap comes out at 0.323 Ha. Its HOMO energy is -8.27 eV. The calculation puts the molecular weight at 428.51 g/mol. The SMILES is COc1ccc(N(C)S(=O)(=O)c2cccc(C(=O)N(C)Cc3ccc(C)o3)c2)cc1.

Last columns: bonded neighbours and bond lengths (Å).
Geometry (Å):
1 C -4.221 -1.720 -2.034  O2 1.406, H31 1.095, H32 1.095, H33 1.089
2 O -3.582 -2.207 -0.880  C1 1.406, C3 1.361
3 C -2.222 -2.195 -0.837  O2 1.361, C4 1.389, C30 1.397
4 C -1.391 -1.816 -1.884  C3 1.389, C5 1.388, H34 1.079
5 C -0.013 -1.823 -1.722  C4 1.388, C6 1.388, H35 1.079
6 C 0.561 -2.220 -0.522  C5 1.388, N7 1.404, C29 1.396
7 N 1.950 -2.250 -0.318  C6 1.404, C8 1.443, S9 1.683
8 C 2.833 -2.390 -1.451  N7 1.443, H36 1.097, H37 1.088, H38 1.089
9 S 2.588 -1.267 0.890  N7 1.683, O10 1.431, O11 1.431, C12 1.793
10 O 1.670 -1.237 1.987  S9 1.431
11 O 3.930 -1.709 1.121  S9 1.431
12 C 2.621 0.353 0.121  S9 1.793, C13 1.382, C28 1.378
13 C 3.768 0.816 -0.497  C12 1.382, C14 1.386, H39 1.079
14 C 3.751 2.065 -1.099  C13 1.386, C15 1.387, H40 1.079
15 C 2.596 2.833 -1.078  C14 1.387, C16 1.389, H41 1.080
16 C 1.444 2.348 -0.473  C15 1.389, C17 1.501, C28 1.392
17 C 0.200 3.168 -0.287  C16 1.501, O18 1.214, N19 1.356
18 O 0.197 4.156 0.419  C17 1.214
19 N -0.911 2.693 -0.902  C17 1.356, C20 1.441, C21 1.453
20 C -0.894 1.618 -1.861  N19 1.441, H42 1.094, H43 1.093, H44 1.088
21 C -2.208 2.993 -0.319  N19 1.453, C22 1.497, H45 1.093, H46 1.094
22 C -2.646 1.827 0.511  C21 1.497, C23 1.361, O27 1.355
23 C -3.770 1.060 0.529  C22 1.361, C24 1.419, H47 1.071
24 C -3.556 0.066 1.519  C23 1.419, C25 1.363, H48 1.070
25 C -2.311 0.286 2.028  C24 1.363, C26 1.485, O27 1.352
26 C -1.526 -0.399 3.086  C25 1.485, H49 1.090, H50 1.085, H51 1.090
27 O -1.754 1.355 1.416  C22 1.355, C25 1.352
28 C 1.460 1.095 0.133  C12 1.378, C16 1.392, H52 1.079
29 C -0.275 -2.635 0.516  C6 1.396, C30 1.375, H53 1.076
30 C -1.642 -2.612 0.363  C3 1.397, C29 1.375, H54 1.077
31 H -3.949 -0.678 -2.232  C1 1.095
32 H -3.991 -2.331 -2.913  C1 1.095
33 H -5.288 -1.780 -1.826  C1 1.089
34 H -1.797 -1.510 -2.836  C4 1.079
35 H 0.606 -1.515 -2.550  C5 1.079
36 H 2.884 -1.486 -2.071  C8 1.097
37 H 3.823 -2.598 -1.049  C8 1.088
38 H 2.505 -3.230 -2.061  C8 1.089
39 H 4.658 0.208 -0.472  C13 1.079
40 H 4.642 2.446 -1.573  C14 1.079
41 H 2.586 3.816 -1.525  C15 1.080
42 H -1.126 0.652 -1.402  C20 1.094
43 H -1.643 1.828 -2.627  C20 1.093
44 H 0.083 1.556 -2.336  C20 1.088
45 H -2.944 3.198 -1.101  C21 1.093
46 H -2.074 3.884 0.302  C21 1.094
47 H -4.647 1.191 -0.072  C23 1.071
48 H -4.238 -0.710 1.800  C24 1.070
49 H -0.543 -0.690 2.717  C26 1.090
50 H -2.060 -1.282 3.424  C26 1.085
51 H -1.376 0.270 3.933  C26 1.090
52 H 0.593 0.710 0.645  C28 1.079
53 H 0.167 -2.963 1.441  C29 1.076
54 H -2.294 -2.926 1.161  C30 1.077

***

two | An isolated molecule of C22H24N2O5S, computed with wB97M-V/def2-TZVPD.

The HOMO-LUMO gap comes out at 0.295 Ha. Its HOMO energy is -8.05 eV. The calculation puts the molecular weight at 428.51 g/mol. The SMILES is CCn1c(=O)cc(SCC(=O)Nc2cc(OC)c(OC)c(OC)c2)c2ccccc21.

Last columns: bonded neighbours and bond lengths (Å).
Geometry (Å):
1 C -0.902 -0.980 2.307  C2 1.525, H31 1.086, H32 1.087, H33 1.088
2 C 0.279 -0.267 2.956  C1 1.525, N3 1.455, H34 1.092, H35 1.093
3 N 1.232 0.227 1.974  C2 1.455, C4 1.385, C30 1.375
4 C 1.141 1.575 1.667  N3 1.385, O5 1.223, C6 1.444
5 O 0.294 2.288 2.187  C4 1.223
6 C 2.073 2.062 0.677  C4 1.444, C7 1.349, H36 1.079
7 C 2.977 1.257 0.082  C6 1.349, S8 1.788, C25 1.430
8 S 3.969 1.938 -1.240  C7 1.788, C9 1.842
9 C 3.506 0.837 -2.642  S8 1.842, C10 1.522, H37 1.089, H38 1.091
10 C 2.211 0.078 -2.391  C9 1.522, O11 1.208, N12 1.357
11 O 2.167 -1.128 -2.456  C10 1.208
12 N 1.168 0.899 -2.104  C10 1.357, C13 1.402, H39 1.012
13 C -0.098 0.547 -1.615  N12 1.402, C14 1.393, C24 1.378
14 C -0.856 1.555 -1.023  C13 1.393, C15 1.384, H40 1.078
15 C -2.109 1.267 -0.509  C14 1.384, O16 1.358, C18 1.412
16 O -2.892 2.178 0.123  C15 1.358, C17 1.413
17 C -2.314 3.405 0.521  O16 1.413, H41 1.089, H42 1.093, H43 1.095
18 C -2.644 -0.036 -0.617  C15 1.412, O19 1.385, C21 1.398
19 O -3.893 -0.312 -0.085  C18 1.385, C20 1.414
20 C -4.980 0.356 -0.695  O19 1.414, H44 1.097, H45 1.091, H46 1.089
21 C -1.864 -1.043 -1.194  C18 1.398, O22 1.357, C24 1.399
22 O -2.189 -2.353 -1.328  C21 1.357, C23 1.411
23 C -3.437 -2.856 -0.906  O22 1.411, H47 1.091, H48 1.093, H49 1.090
24 C -0.590 -0.739 -1.684  C13 1.378, C21 1.399, H50 1.076
25 C 3.106 -0.110 0.480  C7 1.430, C26 1.399, C30 1.415
26 C 4.121 -0.942 -0.004  C25 1.399, C27 1.372, H51 1.079
27 C 4.188 -2.262 0.364  C26 1.372, C28 1.391, H52 1.078
28 C 3.227 -2.775 1.228  C27 1.391, C29 1.376, H53 1.080
29 C 2.243 -1.968 1.752  C28 1.376, C30 1.402, H54 1.076
30 C 2.168 -0.610 1.413  N3 1.375, C25 1.415, C29 1.402
31 H -1.496 -0.273 1.736  C1 1.086
32 H -1.532 -1.418 3.078  C1 1.087
33 H -0.570 -1.766 1.632  C1 1.088
34 H 0.800 -0.916 3.663  C2 1.092
35 H -0.084 0.612 3.494  C2 1.093
36 H 1.981 3.104 0.409  C6 1.079
37 H 4.307 0.123 -2.829  C9 1.089
38 H 3.406 1.501 -3.501  C9 1.091
39 H 1.366 1.890 -2.068  N12 1.012
40 H -0.453 2.551 -0.949  C14 1.078
41 H -3.072 3.898 1.126  C17 1.089
42 H -1.417 3.240 1.124  C17 1.093
43 H -2.079 4.035 -0.343  C17 1.095
44 H -5.033 0.124 -1.766  C20 1.097
45 H -4.915 1.438 -0.565  C20 1.091
46 H -5.872 -0.019 -0.197  C20 1.089
47 H -3.616 -2.660 0.152  C23 1.091
48 H -4.260 -2.442 -1.495  C23 1.093
49 H -3.380 -3.931 -1.079  C23 1.090
50 H -0.009 -1.536 -2.114  C24 1.076
51 H 4.868 -0.524 -0.660  C26 1.079
52 H 4.973 -2.895 -0.017  C27 1.078
53 H 3.256 -3.819 1.503  C28 1.080
54 H 1.529 -2.404 2.428  C29 1.076

***

The most stable arrangement is two, and the next structure is 17.3 kcal/mol less stable.